# 1
A molecular structure, C35H54BrCdN3OP2 in a non-equilibrium geometry. Source: the OMol25 dataset; level of theory: ωB97M-V/def2-TZVPD.

Atoms and positions in Å:
Cd: 0.122 -1.282 0.558
Br: -0.210 -0.555 2.947
P: -1.486 -4.637 3.363
P: -2.318 0.295 0.140
O: 1.538 4.057 2.911
N: 0.790 -0.138 -10.614
N: 2.058 0.648 0.822
N: 3.707 4.493 3.427
C: -0.307 -0.497 -9.947
C: -2.717 1.409 1.558
C: 1.983 0.020 -8.533
C: -0.399 -0.837 -4.200
C: 0.082 -4.523 2.468
C: -0.247 -1.124 -1.493
C: -3.757 -0.880 0.191
C: 3.063 2.581 1.896
C: -4.300 -1.302 -1.170
C: 2.731 3.752 2.795
C: 0.723 -5.917 2.620
C: 4.272 2.352 1.217
C: -1.195 -1.808 -3.561
C: 0.832 -0.341 -7.786
C: 2.601 6.747 3.363
C: 5.041 3.980 3.792
C: 4.372 1.213 0.423
C: 1.980 1.725 1.627
C: -3.630 2.592 1.257
C: -3.991 -5.442 2.667
C: 5.087 2.616 4.447
C: -1.832 -3.056 4.161
C: 3.244 0.400 0.242
C: 0.338 0.092 -3.456
C: 0.798 -0.477 -6.331
C: -2.723 -4.841 2.048
C: 0.428 -0.055 -2.075
C: -1.929 2.482 -1.671
C: -0.322 -0.809 -5.634
C: -0.349 -0.564 -8.543
C: -1.033 -2.033 -2.195
C: 1.898 0.141 -9.929
C: 3.222 5.651 4.206
C: -2.736 1.221 -1.396
C: -1.118 -2.963 5.514
H: 4.538 2.630 5.394
H: -3.406 -1.757 0.761
H: -4.838 -0.481 -1.664
H: 2.752 0.471 -10.521
H: -1.324 -0.753 -8.093
H: -0.129 -4.257 1.420
H: -1.491 -2.248 3.479
H: 5.462 4.728 4.474
H: -1.194 -0.736 -10.541
H: 2.927 0.255 -8.052
H: -1.224 -1.956 5.932
H: -3.744 -6.330 3.267
H: -2.918 -2.955 4.290
H: -4.479 -4.715 3.330
H: -3.810 1.446 -1.366
H: 2.415 7.615 4.006
H: 1.009 1.902 2.094
H: 0.677 -6.247 3.669
H: -1.845 2.621 -2.754
H: 0.822 0.919 -3.976
H: 3.285 7.055 2.565
H: 4.693 1.832 3.797
H: -2.587 0.506 -2.218
H: 1.773 -5.908 2.313
H: -2.896 -3.867 1.565
H: -4.697 -5.749 1.887
H: -3.162 0.773 2.340
H: -4.464 2.321 0.598
H: 6.135 2.391 4.665
H: -1.229 -1.128 -6.147
H: -5.005 -2.132 -1.035
H: 0.702 -3.727 2.906
H: 5.308 0.936 -0.070
H: -4.539 -0.387 0.794
H: -2.424 3.371 -1.270
H: -0.047 -3.197 5.431
H: 5.103 3.055 1.311
H: -2.296 -5.524 1.301
H: -1.746 1.746 1.955
H: 1.022 0.664 -1.499
H: -1.880 -2.410 -4.165
H: -4.062 2.961 2.195
H: -0.913 2.441 -1.269
H: 5.664 3.974 2.888
H: -1.580 -3.676 6.211
H: 2.471 5.296 4.932
H: 0.181 -6.658 2.015
H: -3.079 3.422 0.801
H: 4.091 6.045 4.742
H: -3.501 -1.645 -1.842
H: -1.521 -2.889 -1.719
H: 1.739 -0.347 -5.791
H: 3.297 -0.481 -0.401
H: 1.654 6.399 2.943

Output
Max |F|: 2.673 eV Å⁻¹
LUMO (spin up / spin down): -8.286 / -8.613 eV
Total charge: +2
HOMO-LUMO gap (spin up / spin down): 4.22 / 4.04 eV

***

# 2
C4H9NO in the gas phase in a non-equilibrium geometry. Source: the OMol25 dataset; level of theory: ωB97M-V/def2-TZVPD.

Atoms and positions in Å:
O: -1.309 -1.367 -2.555
N: 0.566 0.662 0.848
C: 0.500 -0.672 -1.229
C: -0.414 -1.696 -1.821
C: -0.319 -0.036 -0.030
C: 0.033 1.565 1.847
H: -0.651 1.247 2.655
H: -0.259 -2.758 -1.521
H: -0.629 2.245 1.301
H: 1.176 -0.027 1.254
H: -0.885 -0.878 0.370
H: 0.868 0.033 -1.978
H: 1.455 -1.043 -0.835
H: 0.848 2.113 2.311
H: -0.979 0.612 -0.617

Output
Max |F|: 2.472 eV Å⁻¹
LUMO: 0.994 eV
Energy relative to the best compared isomer or geometry (same formula, charge and spin): 192.0 kJ/mol
SMILES: CNCCC=O
HOMO-LUMO gap: 10.09 eV